Density functional theory data (wB97M-V/def2-TZVPD) for a structure of composition C44H57BBrN9PV in a non-equilibrium geometry.

Structure (XYZ):
```
114
Properties=species:S:1:pos:R:3:forces:R:3
V -0.48468 0.23090 0.05844 0.75 1.24 0.66
C 4.96783 -0.53260 -1.00852 0.00 -0.04 0.04
N 3.57616 -0.88908 -0.71750 -0.01 0.12 -0.12
C 3.10114 -2.15843 -0.56255 -0.02 -0.01 0.06
C 1.76456 -2.04021 -0.34170 -0.03 0.02 -0.15
N 1.39882 -0.71235 -0.38230 0.29 -0.23 0.12
C 2.52792 -0.03673 -0.59828 0.27 -0.26 0.00
P 2.79908 1.75232 -0.50201 -0.25 -0.06 0.06
C 1.32889 2.32079 -1.39014 0.06 0.05 -0.12
N 0.07399 1.93561 -1.14796 -0.07 0.28 -0.32
C -0.72338 2.91087 -1.68623 0.03 -0.12 0.01
C 0.04769 3.86350 -2.27938 0.06 -0.03 -0.04
N 1.34096 3.47513 -2.09662 0.09 0.06 0.07
C 2.50379 4.23256 -2.55637 -0.03 0.07 0.04
C 2.02901 1.98690 1.14344 0.03 0.14 0.15
N 0.78619 1.63747 1.44796 -0.17 -0.31 0.09
C 0.55587 2.09658 2.71913 0.02 0.03 -0.07
C 1.67312 2.72814 3.18279 -0.05 -0.02 -0.04
N 2.59999 2.65002 2.17953 0.11 0.03 -0.04
C 3.94691 3.22365 2.22412 -0.07 0.04 -0.02
H 5.53683 -1.44566 -1.15263 -0.05 -0.05 0.01
H 5.02752 0.05963 -1.91634 -0.05 0.02 -0.06
H 5.40849 0.02460 -0.18601 -0.04 0.00 0.06
H 3.72863 -3.03543 -0.61230 -0.01 0.16 -0.02
H 1.07816 -2.84801 -0.17379 -0.08 0.06 0.00
H -1.79431 2.86755 -1.63383 0.07 -0.09 -0.05
H -0.21725 4.74561 -2.83921 0.07 -0.08 0.04
H 2.31822 4.59750 -3.56232 -0.06 -0.04 -0.04
H 2.68992 5.08179 -1.90103 -0.03 -0.01 0.03
H 3.38169 3.59735 -2.57424 0.03 -0.09 0.00
H -0.39095 1.97248 3.22100 0.04 0.00 -0.05
H 1.86983 3.21964 4.12334 0.04 -0.05 -0.12
H 4.19816 3.44479 3.25640 -0.03 -0.02 0.04
H 4.67466 2.51927 1.83371 -0.01 -0.08 -0.01
H 3.99574 4.14429 1.64683 -0.06 0.02 -0.02
C -1.31021 -5.02314 -1.70143 0.07 0.01 -0.01
C -1.18524 -4.03987 -0.57279 0.04 -0.22 0.10
C -0.94081 -4.45986 0.73729 -0.05 0.12 -0.08
C -0.87647 -3.52775 1.75879 -0.12 -0.22 0.06
C -1.00783 -2.19923 1.41547 0.04 -0.19 0.04
Br -0.93111 -0.87334 2.75621 0.11 0.04 -0.16
N -1.15432 -1.75563 0.17300 -0.10 -0.69 0.31
C -1.29207 -2.68028 -0.79275 -0.12 0.16 -0.25
H -1.81178 -5.93138 -1.36892 0.00 0.02 0.00
H -0.31820 -5.30879 -2.06166 -0.05 0.00 -0.02
H -1.86765 -4.60915 -2.54222 0.03 0.02 0.07
H -0.84184 -5.51594 0.96027 0.00 0.03 0.00
H -0.75160 -3.81758 2.79376 0.02 0.02 -0.06
H -1.49528 -2.29895 -1.78584 0.07 0.04 0.02
C -4.56492 3.08161 -4.83472 0.01 0.01 0.05
C -3.43112 3.11390 -3.79866 -0.01 0.11 -0.13
C -3.09720 4.57284 -3.45970 -0.02 -0.01 -0.03
C -2.22620 2.32681 -4.30110 0.05 0.05 0.05
C -1.52406 2.86263 -5.37672 0.00 0.12 -0.07
C -0.37222 2.27318 -5.85749 0.05 -0.02 -0.01
C 0.08651 1.10368 -5.27131 -0.05 0.04 -0.02
C -0.60447 0.50568 -4.22344 -0.04 -0.03 0.10
C -0.13901 -0.84020 -3.70019 0.00 0.00 -0.17
C -0.98695 -1.94861 -4.34103 0.01 0.01 0.10
C 1.34715 -1.11339 -3.93253 -0.06 0.03 0.03
C -1.76708 1.12494 -3.73119 0.05 0.10 0.12
N -2.51401 0.56227 -2.63266 -0.11 -0.14 -0.12
B -2.22633 0.24604 -1.23801 -0.72 -0.19 -0.57
N -3.53554 -0.07326 -0.67927 -0.15 0.12 -0.08
C -4.49700 0.07785 -1.69089 0.06 0.03 0.08
C -3.90092 0.41885 -2.83514 0.13 -0.19 -0.05
C -4.02424 -0.54220 0.59731 -0.10 0.05 -0.02
C -4.57588 -1.84519 0.63673 0.01 -0.09 -0.02
C -5.12110 -2.31873 1.82457 0.03 -0.03 -0.01
C -5.16862 -1.52629 2.95444 -0.01 -0.05 0.02
C -4.68469 -0.23671 2.89020 0.04 0.02 0.07
C -4.10808 0.29421 1.73273 0.02 0.06 0.02
C -3.75445 1.79076 1.82202 0.11 -0.11 0.01
C -2.70528 2.30860 0.84089 -0.35 0.00 0.00
C -3.37377 2.21750 3.25512 0.01 0.04 -0.09
C -4.70061 -2.75237 -0.58397 -0.07 -0.04 0.07
C -4.40128 -4.22776 -0.26624 -0.04 0.09 -0.04
C -6.12667 -2.69124 -1.16319 0.01 0.00 0.04
H -5.48830 3.46582 -4.39827 0.01 0.01 -0.04
H -4.75298 2.07277 -5.20799 0.00 0.09 0.01
H -4.31534 3.70848 -5.69357 0.00 -0.05 0.00
H -3.80501 2.66030 -2.88505 0.01 -0.05 0.08
H -2.70791 5.11113 -4.32658 -0.01 0.00 0.06
H -2.37199 4.65792 -2.64678 -0.14 0.04 -0.09
H -4.00637 5.08481 -3.13930 0.03 0.01 -0.01
H -1.88163 3.77798 -5.83810 0.02 -0.09 0.04
H 0.16229 2.71245 -6.69214 -0.04 -0.03 0.05
H 0.97965 0.63256 -5.66252 -0.05 0.04 0.02
H -0.29716 -0.84405 -2.62362 -0.04 -0.01 0.17
H -0.92617 -1.87101 -5.42870 -0.01 -0.04 0.04
H -2.04122 -1.86146 -4.05931 0.06 0.00 -0.03
H -0.62161 -2.94118 -4.05676 -0.04 0.06 0.01
H 1.56029 -1.31051 -4.98571 0.03 0.02 0.07
H 1.64890 -2.00008 -3.37043 0.01 0.00 -0.01
H 1.96181 -0.26674 -3.60921 0.00 -0.06 -0.02
H -5.54883 -0.06588 -1.50752 0.18 0.05 0.03
H -4.35310 0.55592 -3.80516 0.11 0.03 0.11
H -5.54315 -3.31644 1.85556 0.03 0.06 0.00
H -5.60880 -1.90020 3.87226 0.02 0.04 -0.08
H -4.78489 0.38784 3.76710 0.02 -0.08 -0.06
H -4.67938 2.32041 1.57825 -0.03 0.07 -0.07
H -1.82162 1.65165 0.82951 0.05 0.15 0.18
H -2.35840 3.30152 1.12999 0.06 -0.04 0.01
H -3.10262 2.36145 -0.16821 0.05 -0.04 0.02
H -2.72586 1.48317 3.74093 0.02 0.02 -0.02
H -4.24676 2.35446 3.89127 0.04 -0.04 0.00
H -2.85373 3.17651 3.23140 -0.04 -0.01 0.01
H -4.00071 -2.41391 -1.34924 0.03 0.06 -0.03
H -5.25880 -4.70822 0.20726 0.03 0.00 -0.02
H -3.55397 -4.33807 0.40660 0.01 -0.02 0.00
H -4.19856 -4.77661 -1.18995 -0.04 0.03 0.07
H -6.82596 -3.15989 -0.46607 0.03 0.02 -0.04
H -6.17322 -3.23562 -2.10892 -0.02 0.01 0.05
H -6.47840 -1.67613 -1.33648 0.00 -0.15 -0.01
```
Forces are in eV/Å.

Calculated values
LUMO energy (alpha / beta), eV: -5.09 / -5.13
HOMO (alpha / beta), eV: -12.11 / -12.16
Charge: +2
Expectation value of S²: 2.05
Multiplicity: 3
F_max, eV/A: 1.59
E_tot, eV: -165650.506

Atom charges from the Löwdin analysis, given in e for atoms 1 to 2:
1 V 0.7564
2 C -0.0045